Computed, not measured: a 2-piece molecular cluster, C4H11N2O overall at a distorted geometry, with wB97M-V/def2-TZVPD.

Structure (XYZ):
```
18
Properties=species:S:1:pos:R:3
O 1.2148 -2.1183 1.2652
N -0.6286 -0.7877 0.8354
N -0.4153 1.1625 -2.0316
C 0.8284 1.7513 -2.2824
C 0.0710 -1.5694 1.5767
C -0.3545 -1.9604 2.9783
C -0.5918 -0.0094 -1.5375
H 0.4880 -1.7186 3.6476
H 1.3201 -1.7790 0.3552
H -0.3035 -3.0519 3.0365
H -1.1022 1.6821 -2.5440
H 0.8569 2.7755 -1.8257
H -1.5999 -0.8391 1.2831
H -1.3825 -1.8216 3.2686
H -1.4941 -0.7321 -1.5645
H 0.3374 -0.3509 -1.0206
H 1.7319 1.2145 -1.8883
H 0.8304 1.9836 -3.3974
```

Properties
- F_max (eV Å⁻¹) = 8.2
- 2S+1 = 3
- charge = +1
- E_LUMO (alpha / beta) (eV) = -3.2 / -8.8
- energy above the lowest of the compared OMol25 structures with the same formula, charge and spin (kJ/mol) = 202.8
- ⟨S²⟩ = 2.011
- frontier orbital gap (alpha / beta) (eV) = 6.55 / 5.09
- M (g mol⁻¹) = 103.14
- HOMO (alpha / beta) (eV) = -9.73 / -13.93

Löwdin atomic charge list, values in e, 4 entries: O 0.184; N 0.261; N -0.129; C -0.082